Computed, not measured: C2H2INO2S in the gas phase, with wB97M-V/def2-TZVPD.

Properties
energy relative to the best compared isomer or geometry (same formula, charge and spin)	424.6	kJ/mol
HOMO level (alpha / beta)	-8.9 / -8.8	eV
structure (SMILES)	O=[N+]([O-])/C(S)=C/I
orbital gap (alpha / beta)	7.25 / 7.46	eV
F_max	7.59	eV Å⁻¹

Each line ends with the Mulliken charge.
CARTESIAN COORDINATES (ANGSTROEM)
S  -0.3837  1.9162  0.0190  -0.0843
H  0.9213  2.0857  0.2979  0.0540
C  1.1772  -0.7102  0.1095  -0.5625
O  -1.4930  -1.6841  -0.2387  -0.5924
C  -0.2901  0.2136  -0.0255  0.2004
N  -1.4820  -0.4699  -0.2347  0.9237
H  1.0246  -1.7683  0.0562  0.4587
O  -2.4575  0.2508  -0.3957  -0.6120
I  2.9832  0.1663  0.4121  0.2143

Atoms 1-2, force components in eV/Å:
-0.08 0.18 0.02
-0.01 -0.08 -0.02